[1]
This record from OMol25 describes C34H36F3N3S in the gas phase in a non-equilibrium geometry. The level of theory is ωB97M-V/def2-TZVPD.

```
77
Properties=species:S:1:pos:R:3:lowdin_charge:R:1
S -2.1918 -0.0623 0.9340 1.02
F -1.1587 -6.7234 0.6124 0.10
F -2.6792 -6.5686 2.2002 0.11
F -3.2970 -6.6168 0.0876 0.11
N 4.6219 3.6505 3.9337 -0.22
N 2.3459 -4.4487 -1.3134 -0.24
N -4.8852 3.7312 -3.7162 -0.20
C -3.9818 2.9933 -3.0026 -0.22
C -0.0955 1.3906 0.0834 -0.09
C -2.5271 -2.5455 -0.3031 -0.07
C 4.1416 1.7024 2.5757 -0.02
C -2.5817 -3.9387 -0.2804 -0.01
C 1.3249 -5.4587 -1.4857 -0.07
C -1.9163 2.8391 -1.7112 -0.03
C -1.7607 -2.5425 1.9800 -0.09
C 3.6984 -4.9647 -1.2118 -0.08
C 1.9880 -1.5217 0.9138 -0.04
C -2.3552 -6.1202 0.9482 -0.51
C 1.0698 0.8002 0.5055 -0.13
C -4.1843 1.6011 -2.7608 -0.01
C 2.0073 1.5346 1.3848 -0.16
C -2.0860 -1.8178 0.8160 -0.51
C -2.2467 -4.6202 0.8852 -0.14
C 1.1483 -0.9691 -1.2856 -0.04
C -1.2843 0.6917 -0.4938 -0.50
C 1.3741 -2.2646 -1.7093 0.00
C 3.3108 1.0638 1.6711 -0.04
C 1.4102 -0.5775 0.0446 -0.17
C 2.0209 -3.1774 -0.8494 -0.26
C 5.5328 2.9907 4.8454 -0.07
C 2.5150 3.5129 2.7402 -0.02
C -2.1911 1.5037 -1.3870 -0.25
C 4.6427 5.0918 4.0020 -0.07
C -2.7992 3.5863 -2.4898 -0.02
C 2.3491 -2.7812 0.4626 0.00
C -3.3113 0.8953 -1.9471 -0.05
C -1.8188 -3.9271 2.0104 -0.01
C -6.1388 3.2100 -4.2218 -0.06
C -4.7863 5.1705 -3.8496 -0.07
C 1.6345 2.7743 1.9642 -0.02
C 3.7742 2.9697 3.0998 -0.24
H 1.0958 -2.5831 -2.7147 0.12
H -0.9843 3.3008 -1.3883 0.11
H 0.6477 3.1914 1.7831 0.10
H -2.9101 -4.4981 -1.1505 0.12
H 0.7688 -0.2384 -2.0044 0.12
H 5.3456 3.2999 5.8849 0.09
H -1.0055 -0.2245 -1.0189 0.08
H 5.6835 5.4356 3.9739 0.09
H 4.1010 5.5238 3.1581 0.08
H -2.8477 -2.0043 -1.1881 0.09
H 4.4222 -4.1405 -1.2284 0.09
H -1.5438 -4.4799 2.9043 0.13
H -5.0982 5.6986 -2.9339 0.10
H 6.5754 3.2548 4.6230 0.09
H 2.8644 -3.4850 1.1195 0.12
H -1.4405 -1.9963 2.8610 0.10
H -0.2639 2.4532 0.2397 0.08
H 3.8508 -5.5484 -0.2904 0.08
H 5.4129 1.9069 4.7832 0.08
H -6.1565 2.1218 -4.1964 0.06
H -3.4930 -0.1665 -1.7653 0.09
H 5.0870 1.2434 2.8712 0.10
H 2.2311 4.4903 3.1287 0.10
H 4.1880 5.4571 4.9313 0.09
H -7.0039 3.5899 -3.6539 0.10
H -5.4508 5.4796 -4.6652 0.08
H 1.5360 -6.0398 -2.3902 0.08
H -5.0613 1.0916 -3.1533 0.09
H -2.5729 4.6346 -2.6833 0.09
H -3.7653 5.4780 -4.0930 0.08
H 3.6934 0.1734 1.1725 0.11
H 2.1910 -1.2462 1.9506 0.12
H 0.3376 -4.9967 -1.5774 0.08
H 1.3008 -6.1585 -0.6354 0.08
H -6.2579 3.5418 -5.2623 0.09
H 3.8892 -5.6173 -2.0741 0.08
```

Values from the calculation:
SMILES ... CN(C)c1ccc(C(=C[C@@H](Sc2ccc(C(F)(F)F)cc2)c2ccc(N(C)C)cc2)c2ccc(N(C)C)cc2)cc1
E_HOMO ... -7.0 eV
Maximum force ... 1.62 eV/A
Net charge ... 0
Frontier orbital gap ... 7.3 eV
E_LUMO ... 0.0118 hartree



[2]
This record from OMol25 describes a molecular structure, C9H16F15N2O18S4Y in a non-equilibrium geometry. The level of theory is ωB97M-V/def2-TZVPD.

```
65
Properties=species:S:1:pos:R:3:lowdin_charge:R:1
Y -28.4502 11.4881 16.8705 1.86
S -27.9098 17.5383 18.0897 0.50
S -24.1756 12.7112 21.2611 0.56
S -23.7788 7.4795 16.3290 0.51
S -28.1766 7.2511 21.3428 0.51
F -32.4022 14.5015 10.0545 0.14
F -25.6700 5.8239 15.2172 0.14
F -29.7550 5.5988 19.8566 0.09
F -28.9697 19.6201 19.3282 0.09
F -30.4015 18.1722 18.6813 0.17
F -28.7544 4.5825 21.5470 0.11
F -24.8079 14.8791 22.5901 0.14
F -29.2682 17.6868 20.4506 0.08
F -25.8466 13.0777 23.3000 0.17
F -33.6347 13.2578 11.3810 0.18
F -23.7338 5.5025 14.3858 0.10
F -23.6565 13.5757 23.6406 0.10
F -30.4685 5.8977 21.8942 0.07
F -24.2022 4.7828 16.3785 0.10
F -31.5042 12.8535 11.0272 0.12
O -24.9825 8.3330 16.4414 -0.40
O -26.8105 6.6104 21.2222 -0.35
O -23.1796 7.0563 17.6118 -0.33
O -28.4634 8.1592 20.2283 -0.38
O -23.8508 11.3026 21.6172 -0.29
O -33.5879 15.2916 12.7723 -0.10
O -26.0345 13.0358 14.1616 -0.07
O -26.6884 17.6051 18.8795 -0.34
O -28.3840 9.4119 13.4176 -0.06
O -31.3781 12.7958 20.4165 -0.01
O -31.6642 8.6874 16.7704 -0.07
O -22.8908 8.1194 15.3742 -0.36
O -25.2968 12.7413 20.2980 -0.33
O -27.8470 18.4729 16.9107 -0.38
O -28.3603 16.1685 17.7599 -0.40
O -31.9552 13.9160 13.6803 -0.10
O -22.9808 13.4926 20.8019 -0.31
O -28.4079 7.8273 22.6460 -0.33
N -33.2751 13.4294 21.3182 0.16
N -31.6244 12.7945 22.6414 0.17
C -35.1066 17.0978 13.0578 -0.06
C -29.3448 5.7160 21.1425 -0.60
C -29.2494 18.2906 19.2112 -0.67
C -33.6342 16.7156 12.8367 -0.25
C -32.0424 13.0594 21.4178 -0.77
C -24.7319 13.5869 22.8328 -0.69
C -32.4718 13.7907 11.1870 -0.59
C -24.4078 5.7928 15.5077 -0.66
C -32.3344 14.6464 12.5173 -0.37
H -32.2783 8.4957 17.4792 0.04
H -35.3797 17.7603 12.2365 0.06
H -27.7373 9.2978 12.7212 0.04
H -33.1224 17.2163 12.0148 0.11
H -31.8308 8.0071 16.1180 0.03
H -32.2870 12.9712 23.3829 0.10
H -29.1757 9.7021 12.9648 0.03
H -25.8270 12.7850 13.2614 0.03
H -30.8356 12.1740 22.7551 0.13
H -25.1826 13.1194 14.5899 0.04
H -33.8504 13.7226 22.0948 0.11
H -33.0559 17.1262 13.6645 0.11
H -35.7284 16.2028 13.0388 0.07
H -35.3236 17.5580 14.0218 0.07
H -31.5234 15.3653 12.4013 0.15
H -33.7263 13.3502 20.4181 0.12
```

Values from the calculation:
E_HOMO ... -4.6 eV
Maximum force ... 5.11 eV/A
Net charge ... -2
Frontier orbital gap ... 1.9 eV
E_LUMO ... -0.0997 hartree



[3]
This record from OMol25 describes C4H7N3S in the gas phase in a non-equilibrium geometry. The level of theory is ωB97M-V/def2-TZVPD.

```
15
Properties=species:S:1:pos:R:3:lowdin_charge:R:1
S -2.2674 -1.2270 0.0707 0.50
N -0.9389 1.0822 0.2512 -0.06
N 2.1482 -0.1845 -0.3440 -0.02
N 2.7940 -1.3677 -0.2459 -0.07
C 0.5190 1.1544 0.6538 -0.31
C 1.2719 0.0238 0.6464 -0.19
C -1.5215 0.2063 -0.5166 -0.71
C 0.0332 1.9881 -0.4610 -0.05
H 0.7734 1.7941 1.5269 0.16
H -0.2008 3.0129 -0.4506 0.10
H 0.8296 -0.6321 1.4621 0.15
H 0.6492 1.5339 -1.2568 0.12
H 2.6364 -1.9002 0.6714 0.12
H -1.8605 0.4298 -1.5962 0.09
H 3.6123 -1.5531 -1.0529 0.18
```

Values from the calculation:
SMILES ... N/N=C/[C@H]1CN1C=S
E_HOMO ... -8.1 eV
Maximum force ... 6.72 eV/A
Net charge ... 0
Frontier orbital gap ... 8.4 eV
E_LUMO ... 0.0082 hartree



[4]
This record from OMol25 describes C2H4N2 in the gas phase in a non-equilibrium geometry. The level of theory is ωB97M-V/def2-TZVPD.

```
8
Properties=species:S:1:pos:R:3:lowdin_charge:R:1
N 0.3422 0.6098 -0.8097 -0.02
N -1.2508 -1.7834 -0.0138 0.08
C -0.8594 -0.8958 0.6377 -0.17
C 0.3435 0.1910 0.5509 -0.25
H -0.0791 -0.1456 -1.3343 0.06
H 0.5158 1.0744 1.2023 0.12
H -0.1368 1.4840 -0.9933 0.08
H 1.1246 -0.5345 0.7603 0.09
```

Values from the calculation:
SMILES ... N#CCN
E_HOMO ... -10.1 eV
Maximum force ... 1.93 eV/A
Net charge ... 0
Frontier orbital gap ... 10.7 eV
E_LUMO ... 0.0202 hartree



Copy entry 4 word for word.
This record from OMol25 describes C2H4N2 in the gas phase in a non-equilibrium geometry. The level of theory is ωB97M-V/def2-TZVPD.

```
8
Properties=species:S:1:pos:R:3:lowdin_charge:R:1
N 0.3422 0.6098 -0.8097 -0.02
N -1.2508 -1.7834 -0.0138 0.08
C -0.8594 -0.8958 0.6377 -0.17
C 0.3435 0.1910 0.5509 -0.25
H -0.0791 -0.1456 -1.3343 0.06
H 0.5158 1.0744 1.2023 0.12
H -0.1368 1.4840 -0.9933 0.08
H 1.1246 -0.5345 0.7603 0.09
```

Values from the calculation:
SMILES ... N#CCN
E_HOMO ... -10.1 eV
Maximum force ... 1.93 eV/A
Net charge ... 0
Frontier orbital gap ... 10.7 eV
E_LUMO ... 0.0202 hartree



Copy entry 2 word for word.
This record from OMol25 describes a molecular structure, C9H16F15N2O18S4Y in a non-equilibrium geometry. The level of theory is ωB97M-V/def2-TZVPD.

```
65
Properties=species:S:1:pos:R:3:lowdin_charge:R:1
Y -28.4502 11.4881 16.8705 1.86
S -27.9098 17.5383 18.0897 0.50
S -24.1756 12.7112 21.2611 0.56
S -23.7788 7.4795 16.3290 0.51
S -28.1766 7.2511 21.3428 0.51
F -32.4022 14.5015 10.0545 0.14
F -25.6700 5.8239 15.2172 0.14
F -29.7550 5.5988 19.8566 0.09
F -28.9697 19.6201 19.3282 0.09
F -30.4015 18.1722 18.6813 0.17
F -28.7544 4.5825 21.5470 0.11
F -24.8079 14.8791 22.5901 0.14
F -29.2682 17.6868 20.4506 0.08
F -25.8466 13.0777 23.3000 0.17
F -33.6347 13.2578 11.3810 0.18
F -23.7338 5.5025 14.3858 0.10
F -23.6565 13.5757 23.6406 0.10
F -30.4685 5.8977 21.8942 0.07
F -24.2022 4.7828 16.3785 0.10
F -31.5042 12.8535 11.0272 0.12
O -24.9825 8.3330 16.4414 -0.40
O -26.8105 6.6104 21.2222 -0.35
O -23.1796 7.0563 17.6118 -0.33
O -28.4634 8.1592 20.2283 -0.38
O -23.8508 11.3026 21.6172 -0.29
O -33.5879 15.2916 12.7723 -0.10
O -26.0345 13.0358 14.1616 -0.07
O -26.6884 17.6051 18.8795 -0.34
O -28.3840 9.4119 13.4176 -0.06
O -31.3781 12.7958 20.4165 -0.01
O -31.6642 8.6874 16.7704 -0.07
O -22.8908 8.1194 15.3742 -0.36
O -25.2968 12.7413 20.2980 -0.33
O -27.8470 18.4729 16.9107 -0.38
O -28.3603 16.1685 17.7599 -0.40
O -31.9552 13.9160 13.6803 -0.10
O -22.9808 13.4926 20.8019 -0.31
O -28.4079 7.8273 22.6460 -0.33
N -33.2751 13.4294 21.3182 0.16
N -31.6244 12.7945 22.6414 0.17
C -35.1066 17.0978 13.0578 -0.06
C -29.3448 5.7160 21.1425 -0.60
C -29.2494 18.2906 19.2112 -0.67
C -33.6342 16.7156 12.8367 -0.25
C -32.0424 13.0594 21.4178 -0.77
C -24.7319 13.5869 22.8328 -0.69
C -32.4718 13.7907 11.1870 -0.59
C -24.4078 5.7928 15.5077 -0.66
C -32.3344 14.6464 12.5173 -0.37
H -32.2783 8.4957 17.4792 0.04
H -35.3797 17.7603 12.2365 0.06
H -27.7373 9.2978 12.7212 0.04
H -33.1224 17.2163 12.0148 0.11
H -31.8308 8.0071 16.1180 0.03
H -32.2870 12.9712 23.3829 0.10
H -29.1757 9.7021 12.9648 0.03
H -25.8270 12.7850 13.2614 0.03
H -30.8356 12.1740 22.7551 0.13
H -25.1826 13.1194 14.5899 0.04
H -33.8504 13.7226 22.0948 0.11
H -33.0559 17.1262 13.6645 0.11
H -35.7284 16.2028 13.0388 0.07
H -35.3236 17.5580 14.0218 0.07
H -31.5234 15.3653 12.4013 0.15
H -33.7263 13.3502 20.4181 0.12
```

Values from the calculation:
E_HOMO ... -4.6 eV
Maximum force ... 5.11 eV/A
Net charge ... -2
Frontier orbital gap ... 1.9 eV
E_LUMO ... -0.0997 hartree